--- P ---
This record from OMol25 describes C23H29N3O2 in the gas phase. The level of theory is ωB97M-V/def2-TZVPD.

Geometry as XYZ:
```
57
C23H29N3O2 | OMol25 | ωB97M-V/def2-TZVPD
C -7.63997 0.58371 -1.34068
C -6.25198 0.75456 -0.73950
C -5.23299 -0.14976 -1.43647
N -3.91481 0.03251 -0.89240
N -3.03393 0.82697 -1.49858
C -1.94909 0.81144 -0.72493
C -0.72874 1.47400 -0.91888
C 0.25259 1.33987 0.03117
C 1.53858 2.06064 -0.20034
O 1.98950 2.25115 -1.31390
N 2.15507 2.50862 0.92202
C 3.40681 3.22523 0.88686
C 4.58987 2.41672 1.42943
C 4.90745 1.17848 0.58514
C 4.11256 -0.06259 1.00951
C 4.36352 -1.19476 0.05569
C 3.66943 -1.25156 -1.14729
C 3.91196 -2.27073 -2.04996
C 4.85286 -3.24568 -1.76252
C 5.55105 -3.19458 -0.56878
C 5.30753 -2.17355 0.33344
C 0.05206 0.51833 1.16955
C -1.11505 -0.16062 1.37239
C -2.15214 -0.02104 0.43186
C -3.45707 -0.49573 0.25902
O -4.28806 -1.31166 0.94503
C -3.74904 -1.99400 2.06501
C -4.81041 -2.95410 2.57586
H -7.97683 -0.44545 -1.23850
H -8.35312 1.23018 -0.83584
H -7.63227 0.83989 -2.39744
H -6.27563 0.50593 0.32321
H -5.92748 1.79188 -0.84069
H -5.17253 0.09523 -2.49835
H -5.51745 -1.19807 -1.31121
H -0.56696 2.08148 -1.79435
H 1.72785 2.35319 1.82029
H 3.30330 4.15263 1.46162
H 3.58485 3.47639 -0.16180
H 5.45587 3.08143 1.43626
H 4.39186 2.12112 2.46312
H 4.69122 1.39469 -0.46230
H 5.97203 0.94613 0.66248
H 3.04854 0.17157 1.00647
H 4.40368 -0.35080 2.02302
H 2.93804 -0.48959 -1.37662
H 3.36498 -2.30459 -2.98091
H 5.04192 -4.04252 -2.46721
H 6.28772 -3.95137 -0.33927
H 5.85531 -2.13802 1.26531
H 0.85408 0.39215 1.88342
H -1.22833 -0.79066 2.24201
H -2.84624 -2.54161 1.76617
H -3.48291 -1.26807 2.84459
H -5.06829 -3.67113 1.80111
H -4.43590 -3.48751 3.44451
H -5.70625 -2.40492 2.85283
```

Summary:
Structure (SMILES): CCCn1nc2cc(C(=O)NCCCCc3ccccc3)ccc2c1OCC
Highest occupied orbital energy, Ha: -0.282
Charge: 0
Frontier orbital gap, Ha: 0.3059

***

--- Q ---
This record from OMol25 describes C23H29N3O2 in the gas phase. The level of theory is ωB97M-V/def2-TZVPD.

Geometry as XYZ:
```
57
C23H29N3O2 | OMol25 | ωB97M-V/def2-TZVPD
C -5.24947 -2.04617 -2.02336
C -4.16847 -1.53240 -1.09921
O -3.04199 -1.26747 -1.47753
N -4.56258 -1.38636 0.18131
C -3.68332 -0.89333 1.22344
C -2.73681 -1.97554 1.77492
C -1.25922 -1.60374 1.65223
O -0.50836 -1.62183 2.60979
N -0.87709 -1.30480 0.40170
C 0.48986 -0.99545 0.07254
C 0.75439 0.51120 -0.18189
N 2.18041 0.62129 -0.49033
C 2.60505 1.72443 -1.32709
C 3.05595 0.51464 0.66920
C 4.38777 -0.07167 0.27669
C 5.57021 0.41260 0.81845
C 6.78696 -0.14543 0.46537
C 6.83413 -1.19129 -0.43940
C 5.65844 -1.67797 -0.98713
C 4.44382 -1.12345 -0.62927
C -0.18359 0.96436 -1.32820
C -1.37378 1.54591 -0.63082
C -2.60378 1.87677 -1.16390
C -3.56217 2.43943 -0.33203
C -3.28721 2.66971 1.00630
C -2.04953 2.33786 1.54098
C -1.09744 1.77474 0.71371
C 0.29443 1.34510 1.04799
H -4.85713 -2.11074 -3.03385
H -6.10287 -1.37191 -2.01144
H -5.57851 -3.03293 -1.70424
H -5.48336 -1.69566 0.44599
H -4.30675 -0.48810 2.02059
H -3.10181 -0.07360 0.79779
H -2.88539 -2.90458 1.21980
H -2.93917 -2.17465 2.82702
H -1.56977 -1.26919 -0.34267
H 1.09594 -1.35066 0.90838
H 0.77793 -1.54638 -0.82749
H 2.26365 1.57832 -2.35086
H 3.69402 1.72657 -1.34641
H 2.26566 2.70776 -0.96664
H 2.60077 -0.14151 1.41297
H 3.21906 1.49262 1.15289
H 5.53983 1.23176 1.52387
H 7.70011 0.24027 0.89536
H 7.78361 -1.62490 -0.71760
H 5.69061 -2.49420 -1.69440
H 3.52233 -1.48977 -1.05444
H -0.45272 0.13742 -1.98506
H 0.26797 1.74256 -1.94193
H -2.81841 1.69323 -2.20584
H -4.53120 2.70172 -0.73195
H -4.04301 3.11079 1.64009
H -1.83711 2.51356 2.58526
H 0.33510 0.76696 1.97112
H 0.93398 2.22409 1.16923
```

Summary:
Structure (SMILES): CC(=O)NCCC(=O)NCC1(N(C)Cc2ccccc2)Cc2ccccc2C1
Highest occupied orbital energy, Ha: -0.302
Charge: 0
Frontier orbital gap, Ha: 0.3234

***

The least stable of them is P.

***

--- P ---
This record from OMol25 describes 2 unconnected molecules or ions with the total composition C6H9N3O2. The level of theory is ωB97M-V/def2-TZVPD.

Geometry as XYZ:
```
20
C6H9N3O2 | OMol25 | ωB97M-V/def2-TZVPD
C -0.69272 4.20404 -0.21474
C -0.87526 -0.12892 -0.04774
C 0.19539 0.22603 0.91363
C 1.63990 1.70121 -0.58703
C -0.50768 -0.93440 -1.16735
C -1.41538 -1.23396 -2.25196
N 1.76620 0.66913 -1.28158
N 1.65097 -0.28310 -1.87232
N 0.94648 1.48422 0.71859
O -1.04161 3.63157 -1.14825
O -0.22000 4.79100 0.64675
H -1.75279 -0.65346 0.60397
H -1.48096 0.80571 -0.37625
H -0.14313 0.25988 1.85702
H 0.80806 -0.62636 0.94057
H 1.94974 2.75814 -0.67143
H -2.47280 -0.80260 -2.21774
H -1.35699 -2.25366 -2.61957
H -1.17450 -0.64454 -3.08021
H 0.31988 2.24002 0.77658
```

Summary:
Highest occupied orbital energy (alpha / beta), Ha: -0.267 / -0.264
Charge: 0
Frontier orbital gap (alpha / beta), Ha: 0.2654 / 0.2670

***

--- Q ---
This record from OMol25 describes C6H9N3O2 in the gas phase. The level of theory is ωB97M-V/def2-TZVPD.

Geometry as XYZ:
```
20
C6H9N3O2 | OMol25 | ωB97M-V/def2-TZVPD
C 0.05003 -3.35302 0.95845
N 0.60279 -2.23184 0.71668
C 0.33496 -1.01939 0.25891
C 1.04666 -0.19997 -0.61609
N 2.30016 -0.68545 -1.16317
C 0.41300 1.03137 -0.76643
O 0.94749 2.09203 -1.45680
N -0.77234 1.06644 -0.11631
C -1.51834 2.29082 -0.05794
C -1.06292 -0.10135 0.47059
O -1.86478 -0.07779 1.49355
H 0.62206 -4.16901 1.41868
H -0.97641 -3.42329 0.65734
H 3.10630 -0.25602 -0.83085
H 2.29006 -1.67046 -1.00264
H 1.82952 1.87099 -1.73558
H -2.04524 2.50086 0.99764
H -0.92857 3.20947 -0.40596
H -2.48434 2.30379 -0.63967
H -1.89011 0.82181 1.81958
```

Summary:
Structure (SMILES): C=Nc1c(N)c(O)n(C)c1O
Highest occupied orbital energy (alpha / beta), Ha: -0.234 / -0.234
Charge: 0
Frontier orbital gap (alpha / beta), Ha: 0.2536 / 0.2536

***

The least stable of them is P.